(1)
A cluster of 2 separate species, C5H13N in total in a non-equilibrium geometry. Source: OMol25; level of theory: ωB97M-V/def2-TZVPD.

Output
**SMILES string**: C=NC.CCC
**Multiplicity**: 1
**Largest force on an atom**: 1.87 eV/A
**HOMO level**: -9.6 eV
**HOMO-LUMO gap**: 10.6396 eV
**E_LUMO**: 0.0400 Eh

Cartesian coordinates (Å):
C 0.743 -3.785 -3.319
N -0.419 -4.050 -3.713
C -1.406 -3.018 -3.819
H 1.464 -4.553 -3.313
H 1.004 -2.779 -2.956
H -1.280 -2.423 -4.735
H -1.367 -2.318 -2.980
H -2.396 -3.418 -3.984
C -0.973 2.440 2.727
C 0.475 2.034 3.095
C 1.499 2.598 2.107
H -1.348 3.068 3.538
H -1.614 1.566 2.842
H -1.028 2.989 1.795
H 0.595 0.950 3.150
H 0.739 2.409 4.082
H 1.714 3.640 2.353
H 2.416 2.058 2.068
H 1.183 2.592 1.062

(2)
A structure of composition C30H36ClN5O2STi in a non-equilibrium geometry. Source: OMol25; level of theory: ωB97M-V/def2-TZVPD.

Output
**Multiplicity**: 2
**Largest force on an atom**: 1.91 eV/A
**⟨S²⟩**: 0.757
**HOMO level (alpha / beta)**: -10.3 / -10.9 eV
**HOMO-LUMO gap (alpha / beta)**: 6.7421 / 7.2155 eV
**E_LUMO (alpha / beta)**: -0.1304 / -0.1369 Eh
**Charge**: +1

Cartesian coordinates (Å):
Ti -1.159 0.040 -0.944
C 6.047 -0.477 -0.624
C 4.920 -0.198 0.378
C 4.398 1.216 0.133
C 5.471 -0.266 1.808
C 3.824 -1.253 0.214
C 4.133 -2.617 0.413
C 3.187 -3.609 0.288
C 1.884 -3.231 -0.043
S 0.480 -4.218 -0.253
C -0.456 -2.835 -0.605
N 0.205 -1.694 -0.568
C 1.560 -1.903 -0.248
C 2.530 -0.906 -0.123
C -1.912 -2.869 -0.887
C -2.626 -4.060 -0.892
C -3.990 -4.030 -1.147
C -4.614 -2.811 -1.389
C -3.879 -1.627 -1.366
C -2.509 -1.623 -1.104
H 6.829 0.281 -0.528
H 5.676 -0.453 -1.651
H 6.510 -1.451 -0.459
H 5.213 1.929 0.265
H 3.605 1.488 0.838
H 4.014 1.340 -0.884
H 6.243 0.494 1.950
H 5.920 -1.236 2.030
H 4.682 -0.088 2.543
H 5.146 -2.897 0.675
H 3.456 -4.646 0.448
H 2.252 0.123 -0.283
H -2.143 -5.015 -0.712
H -4.564 -4.947 -1.162
H -5.678 -2.782 -1.593
H -4.399 -0.691 -1.548
Cl -1.724 7.191 -2.077
C -1.858 5.474 -1.895
C -3.111 4.860 -2.065
C -3.256 3.501 -1.929
C -2.145 2.714 -1.617
O -2.287 1.395 -1.473
C -0.894 3.320 -1.440
C 0.293 2.586 -1.107
O 0.314 1.359 -0.923
C -0.765 4.719 -1.591
H -3.966 5.478 -2.307
H -4.215 3.021 -2.062
H 1.235 3.129 -1.001
H 0.202 5.192 -1.463
N -1.062 -1.369 -3.900
N -0.515 -0.283 -3.132
H -0.909 -1.197 -4.885
H -2.051 -1.416 -3.701
H -0.645 0.607 -3.603
H 0.482 -0.458 -3.098
C -2.054 -1.020 1.972
C -2.253 -0.790 3.488
N -1.847 0.561 3.875
C -2.641 1.523 3.114
C -2.440 1.336 1.591
N -1.490 0.208 1.322
C -0.201 0.530 2.023
C -0.436 0.731 3.537
H -2.984 -1.254 1.460
H -1.357 -1.831 1.766
H -1.671 -1.508 4.066
H -3.300 -0.930 3.756
H -2.356 2.531 3.416
H -3.690 1.389 3.377
H -2.015 2.231 1.135
H -3.366 1.106 1.068
H 0.204 1.429 1.563
H 0.489 -0.286 1.810
H -0.119 1.729 3.842
H 0.148 0.015 4.115

(3)
A structure of composition C49H39Cl2N5O4S2Zr. Source: OMol25; level of theory: ωB97M-V/def2-TZVPD.

Output
**Multiplicity**: 1
**Largest force on an atom**: 0.87 eV/A
**HOMO level**: -7.6 eV
**HOMO-LUMO gap**: 7.4182 eV
**E_LUMO**: -0.0077 Eh

Cartesian coordinates (Å):
Zr -0.874 -0.769 0.673
C 0.139 -3.147 -3.272
C -0.215 -2.846 -1.840
N -0.198 -1.622 -1.411
N 0.368 -0.738 -2.344
C -0.234 0.396 -2.386
S -1.630 0.817 -1.468
S 0.628 1.584 -3.388
C -0.751 2.531 -4.097
C -1.447 1.806 -5.209
C -0.937 1.853 -6.501
C -1.552 1.160 -7.529
C -2.687 0.407 -7.276
C -3.203 0.357 -5.991
C -2.589 1.053 -4.963
C -0.553 -3.977 -0.965
C -0.100 -5.268 -1.287
C -0.354 -6.352 -0.474
C -1.102 -6.180 0.688
C -1.563 -4.932 1.040
C -1.281 -3.812 0.235
O -1.682 -2.629 0.630
H -0.269 -2.378 -3.924
H -0.241 -4.114 -3.577
H 1.221 -3.121 -3.407
H -0.296 3.450 -4.469
H -1.440 2.797 -3.294
H -0.046 2.433 -6.701
H -1.144 1.208 -8.530
H -3.169 -0.134 -8.078
H -4.090 -0.226 -5.785
H -2.989 1.008 -3.959
H 0.488 -5.417 -2.180
H 0.022 -7.329 -0.742
H -1.318 -7.027 1.326
H -2.134 -4.772 1.944
Cl 0.599 -5.667 6.262
C 0.225 -4.342 5.205
C -0.712 -3.388 5.624
C -1.033 -2.330 4.813
Cl -2.182 -1.158 5.340
C -0.456 -2.168 3.521
O -0.807 -1.192 2.777
C 0.511 -3.142 3.145
C 1.226 -3.006 1.908
O 1.093 -2.091 1.095
C 0.838 -4.222 3.986
H -1.185 -3.486 6.590
H 1.985 -3.780 1.698
H 1.567 -4.950 3.661
C -5.433 -0.502 0.245
C -5.761 0.748 0.759
C -4.769 1.540 1.303
C -3.444 1.085 1.328
C -3.083 -0.171 0.802
C -4.120 -0.946 0.270
C -2.371 1.883 1.955
C -2.605 3.192 2.479
C -1.610 3.849 3.129
C -0.365 3.201 3.337
C 0.693 3.802 4.051
C 1.866 3.128 4.254
C 2.007 1.816 3.760
C 1.001 1.218 3.052
C -0.206 1.909 2.798
N -1.179 1.317 2.047
H -6.209 -1.130 -0.174
H -6.785 1.098 0.743
H -5.049 2.499 1.716
H -3.893 -1.928 -0.138
H -3.569 3.656 2.343
H -1.759 4.848 3.516
H 0.548 4.800 4.446
H 2.670 3.584 4.815
H 2.919 1.268 3.950
H 1.115 0.206 2.691
C 4.106 3.768 0.511
N 2.910 3.229 -0.120
N 2.677 1.865 0.032
C 1.335 1.637 0.135
O 0.881 0.477 0.179
C 0.703 2.920 0.098
C 1.693 3.848 -0.007
C 1.604 5.328 0.037
C 3.636 0.914 -0.386
C 4.464 1.194 -1.466
C 5.378 0.241 -1.878
C 5.446 -0.986 -1.234
C 4.602 -1.257 -0.168
C 3.697 -0.306 0.271
H 4.845 2.975 0.579
H 3.886 4.139 1.514
H 4.511 4.568 -0.107
H -0.357 3.080 0.109
H 0.559 5.627 0.006
H 2.125 5.785 -0.804
H 2.040 5.715 0.959
H 4.373 2.137 -1.984
H 6.022 0.451 -2.720
H 6.149 -1.734 -1.571
H 4.642 -2.216 0.328
H 3.020 -0.515 1.091

(4)
A structure of composition CH4FNO2S2 in a non-equilibrium geometry. Source: OMol25; level of theory: ωB97M-V/def2-TZVPD.

Output
**Multiplicity**: 1
**Largest force on an atom**: 6.22 eV/A
**HOMO level**: -10.0 eV
**HOMO-LUMO gap**: 10.2475 eV
**E_LUMO**: 0.0109 Eh

Cartesian coordinates (Å):
C 0.928 -0.601 1.127
N -0.083 -0.124 -1.395
O -1.470 -1.160 0.237
O -0.696 1.773 0.258
F -1.394 1.695 -2.175
S -0.024 -1.346 -0.214
S -1.415 0.809 -0.780
H 0.628 0.362 1.432
H 1.995 -0.332 0.983
H 0.786 -1.370 1.997
H 0.745 0.295 -1.471